Computed, not measured: a structure of composition C16H32InN4O4S2, with ωB97M-V with the def2-TZVPD basis set.

The charge is +3. The calculation puts the gap between HOMO and LUMO at 9.29 eV. Its LUMO energy is -8.45 eV. As for the energy above the lowest of the compared OMol25 structures with the same formula, charge and spin: 3.5 kcal per mole. Its spin multiplicity is 1.

Element x y z (Å)
1 In -0.21639 0.25887 -0.22951
2 C 3.71572 0.05316 -3.07574
3 N 3.81719 0.38714 -1.64851
4 C 5.17187 0.69546 -1.16757
5 C 2.76071 0.41598 -0.88756
6 O 1.59220 0.21138 -1.35500
7 C 2.89316 0.71301 0.60358
8 O 1.70639 0.28570 1.27019
9 C 1.82623 -0.89864 2.06202
10 C 0.54049 -1.70017 1.94185
11 O -0.36966 -1.28957 1.14869
12 N 0.38938 -2.77893 2.65315
13 C 1.38899 -3.22811 3.63310
14 C -0.85417 -3.56382 2.60347
15 H 4.58429 -0.54335 -3.34514
16 H 2.81371 -0.52003 -3.25994
17 H 3.71580 0.96746 -3.66879
18 H 5.71971 -0.22561 -0.97087
19 H 5.68583 1.24913 -1.94996
20 H 5.15055 1.32071 -0.27985
21 H 3.77053 0.23784 1.03827
22 H 2.98580 1.79220 0.74615
23 H 2.66806 -1.50780 1.72362
24 H 1.99457 -0.61655 3.10367
25 H 2.39978 -2.99652 3.30867
26 H 1.19445 -2.77468 4.60506
27 H 1.30712 -4.30710 3.72721
28 H -1.46113 -3.24941 1.76336
29 H -0.59181 -4.61387 2.49938
30 H -1.40237 -3.42063 3.53406
31 C -4.07023 1.97080 -2.75410
32 N -2.72637 1.96210 -3.31211
33 C -2.31570 2.96101 -4.31857
34 C -0.94416 2.44356 -4.77872
35 N -0.63197 1.46451 -3.72155
36 C -1.72676 1.16898 -3.01986
37 S -1.85306 -0.21769 -1.95593
38 H -4.24411 2.91372 -2.23596
39 H -4.18814 1.13915 -2.06661
40 H -4.79231 1.87339 -3.56324
41 H -2.25818 3.94081 -3.84179
42 H -3.04909 3.00453 -5.12083
43 H -0.19367 3.22741 -4.82503
44 H -0.99710 1.93906 -5.74343
45 H 0.13074 0.81013 -3.78264
46 O -0.75095 2.06541 0.64472
47 S -0.91328 2.35363 2.18286
48 C -2.61885 2.91350 2.34011
49 C -2.61971 4.37046 1.89779
50 C -1.40319 4.98946 2.57844
51 C -0.22801 4.03014 2.35677
52 H -2.85276 2.80960 3.40342
53 H -3.24559 2.22527 1.77431
54 H -3.54740 4.85809 2.19278
55 H -2.53546 4.43523 0.81132
56 H -1.58893 5.10561 3.64662
57 H -1.15972 5.97321 2.18114
58 H 0.49937 4.01682 3.16636
59 H 0.28640 4.19941 1.40962



Computed, not measured: a cluster of 2 separate species, C16H32N3O5P in total, with ωB97M-V with the def2-TZVPD basis set.

The charge is +1. The calculation puts the gap between HOMO and LUMO (spin up / spin down) at 5.31 / 5.97 eV. Its LUMO energy (spin up / spin down) is -5.51 / -5.51 eV. Its spin multiplicity is 2.

Element x y z (Å)
1 N 3.74526 0.65384 3.81610
2 P 3.24733 1.10871 2.37672
3 O 4.55919 1.50791 1.35778
4 O 2.36056 -0.17724 1.69833
5 C 2.10382 2.59189 2.62922
6 N 1.80792 2.92633 3.87135
7 C 0.85475 4.09676 3.83178
8 C 0.06972 3.87010 2.45196
9 C -0.76204 2.50676 2.34052
10 C -2.35640 2.68756 2.53035
11 C -2.96166 1.20496 2.32137
12 O -3.12906 0.78743 1.17052
13 O -3.25367 0.35791 3.40836
14 C 1.37397 3.53186 1.52797
15 H 3.41389 -0.31956 3.94829
16 H 4.20339 1.58508 0.44115
17 H 1.87229 0.22200 0.93489
18 H 2.13348 2.46262 4.74224
19 H 0.07935 3.78593 4.62109
20 H 1.28613 5.12009 4.07574
21 H -0.46213 4.85738 2.28356
22 H -0.62395 2.09878 1.27535
23 H -0.44190 1.70013 3.08854
24 H -2.80478 3.33994 1.69789
25 H -2.64069 3.13909 3.53645
26 H -3.15529 0.88160 4.23307
27 H 1.20468 2.97434 0.55593
28 H 1.85595 4.55537 1.41343
29 C -0.92237 -4.18655 -3.14132
30 C 0.16397 -3.35914 -2.39849
31 C -0.26573 -3.10436 -0.93852
32 C -1.37520 -2.06414 -0.80224
33 C -1.00220 -0.77358 -1.52321
34 C -0.60153 -1.00539 -2.99399
35 N 0.42050 -2.08741 -3.14474
36 O 1.60756 -1.59103 -2.72156
37 C -1.86922 -1.34816 -3.81215
38 C -0.12452 0.33470 -3.60317
39 C 1.39801 -4.29431 -2.37909
40 H -0.64387 -5.23989 -3.23478
41 H -1.88640 -4.16982 -2.62881
42 H -1.07019 -3.84346 -4.16729
43 H 0.59519 -2.76110 -0.34995
44 H -0.59396 -4.04023 -0.47370
45 H -2.31901 -2.45824 -1.19185
46 H -1.55436 -1.85283 0.25694
47 H -1.84180 -0.07413 -1.46728
48 H -0.17429 -0.29634 -0.97963
49 H -1.61123 -1.59831 -4.84513
50 H -2.54912 -0.49199 -3.84881
51 H -2.45176 -2.16756 -3.39548
52 H 0.70534 0.77921 -3.04911
53 H -0.93305 1.07108 -3.59659
54 H 0.19027 0.20367 -4.64312
55 H 1.74506 -4.51052 -3.39361
56 H 1.14799 -5.24673 -1.90350
57 H 2.23579 -3.88095 -1.80983



Computed, not measured: a cluster of 2 separate species, C16H32N5O9 in total, with ωB97M-V with the def2-TZVPD basis set.

The charge is +1. The calculation puts the gap between HOMO and LUMO at 9.38 eV. Its LUMO energy is -2.47 eV. Its spin multiplicity is 1.

Element x y z (Å)
1 O -2.18862 4.48062 -5.23522
2 O 1.32550 -2.66715 0.87504
3 O -4.59982 3.22525 -0.80106
4 O 0.61662 -1.55761 2.72216
5 O 1.38884 -7.28531 2.56683
6 O 1.41974 -5.04856 2.40341
7 O 3.40659 -7.11892 4.73306
8 O 3.54157 -2.32902 3.67656
9 O 5.03690 -4.84041 4.43284
10 C -2.45187 5.32898 -4.39344
11 C 1.21243 -2.60403 2.09460
12 C -4.55167 3.59965 -1.96622
13 C 0.64693 -0.03448 -1.15557
14 N 1.17089 0.25111 0.00301
15 N -5.61988 4.06512 -2.62030
16 N 0.24857 0.88911 -2.00955
17 N -2.92111 5.01998 -3.18022
18 N 0.53906 -1.29379 -1.45937
19 C 4.88052 -1.88208 3.41568
20 C -2.25170 6.79506 -4.70033
21 C -6.96196 4.15639 -2.04515
22 C 1.69727 -6.11796 3.30561
23 C 1.72228 -3.75742 2.97498
24 C 0.40197 2.35196 -1.88678
25 C -0.69523 3.09821 -2.65456
26 C 3.17945 -6.13647 3.70890
27 C 3.23848 -3.65712 3.20500
28 C 3.62563 -4.75797 4.21928
29 C -2.04147 3.06355 -1.90846
30 C -3.21734 3.64642 -2.72248
31 H 0.15518 -1.02103 2.06469
32 H 1.48154 -7.07347 1.62292
33 H 3.05968 -7.98576 4.44305
34 H 5.21566 -5.62424 4.98843
35 H 1.30851 1.21453 0.25028
36 H 1.61662 -0.48810 0.52332
37 H -5.48603 4.37285 -3.57108
38 H -0.16529 0.55991 -2.86628
39 H -3.09883 5.78278 -2.54264
40 H 0.15965 -1.58341 -2.34211
41 H 0.84110 -1.99608 -0.79167
42 H 5.17664 -2.09203 2.38308
43 H 4.94549 -0.80225 3.57731
44 H 5.58982 -2.36894 4.09121
45 H -3.20517 7.31545 -4.62610
46 H -1.86527 6.89360 -5.71496
47 H -1.53801 7.22491 -3.99991
48 H -7.60396 4.77498 -2.67465
49 H -7.39584 3.15811 -1.95892
50 H -6.90974 4.59825 -1.04701
51 H 1.06986 -6.04923 4.20209
52 H 1.21345 -3.66438 3.94055
53 H 1.36877 2.63778 -2.30763
54 H 0.37571 2.66578 -0.84168
55 H -0.37990 4.13555 -2.77186
56 H -0.80672 2.65786 -3.64639
57 H 3.77351 -6.39019 2.82420
58 H 3.75323 -3.84930 2.25683
59 H 3.12910 -4.54722 5.17337
60 H -2.28238 2.02838 -1.66105
61 H -1.93910 3.62022 -0.97504
62 H -3.35583 3.01156 -3.60060



Computed, not measured: a cluster of 4 separate species, C16H33BFO11 in total, with ωB97M-V with the def2-TZVPD basis set.

The charge is -1. The calculation puts the gap between HOMO and LUMO at 5.70 eV. Its LUMO energy is 2.01 eV. Its spin multiplicity is 1.

Element x y z (Å)
1 F 4.16966 -7.42983 3.68457
2 C 4.22280 -8.19669 2.51031
3 C 2.85169 -8.39218 1.88270
4 C 1.78451 -7.36848 2.24647
5 C 1.04159 -7.57444 3.56375
6 O -0.10193 -6.78310 3.43275
7 B -0.33109 -6.60487 1.92866
8 O 0.74578 -7.44659 1.31338
9 H 4.68907 -9.14244 2.79850
10 H 4.91161 -7.67460 1.84176
11 H 2.46331 -9.38761 2.11304
12 H 2.95740 -8.33431 0.79692
13 H 2.20466 -6.34443 2.26982
14 H 1.61604 -7.31756 4.46163
15 H 0.78014 -8.65167 3.63349
16 H -1.44114 -6.98119 1.56303
17 H -0.14521 -5.39994 1.64690
18 C -1.97788 -1.93807 -3.85272
19 C -2.96291 -2.27352 -2.75338
20 O -2.34137 -3.00525 -1.68896
21 C -1.62840 -2.27395 -0.82445
22 O -1.52240 -1.06525 -0.86849
23 O -1.08327 -3.07429 0.06062
24 C -0.28523 -2.45745 1.07988
25 H -1.50414 -2.84622 -4.22592
26 H -2.50278 -1.45752 -4.68074
27 H -1.21057 -1.25877 -3.48502
28 H -3.74111 -2.94521 -3.11208
29 H -3.42560 -1.37337 -2.34802
30 H -0.86220 -1.69186 1.59660
31 H 0.60152 -2.00765 0.63419
32 H -0.02025 -3.28104 1.73700
33 C 0.18390 5.16280 3.03117
34 C -1.24749 5.39056 2.59902
35 O -1.48248 4.88224 1.27261
36 C -1.65917 3.55678 1.19522
37 O -1.71963 2.79920 2.12902
38 O -1.77778 3.23468 -0.08708
39 C -1.94790 1.82939 -0.35940
40 H 0.87297 5.60632 2.31205
41 H 0.34936 5.62960 4.00364
42 H 0.39249 4.09803 3.12022
43 H -1.47555 6.45178 2.51574
44 H -1.95052 4.92296 3.28749
45 H -2.79079 1.43603 0.20351
46 H -1.05330 1.27200 -0.09882
47 H -2.13011 1.76569 -1.42693
48 C 2.64626 7.96252 -3.44428
49 C 1.61505 8.42367 -2.43868
50 O 0.28745 8.00265 -2.80497
51 C 0.00372 6.72453 -2.52577
52 O 0.76738 5.92929 -2.04123
53 O -1.18423 6.44320 -3.05180
54 C -1.60463 5.07928 -2.87880
55 H 2.39187 8.31828 -4.44304
56 H 3.62303 8.36724 -3.17422
57 H 2.71398 6.87610 -3.45350
58 H 1.54444 9.50946 -2.40926
59 H 1.84011 8.04960 -1.44056
60 H -1.61833 4.80654 -1.82693
61 H -0.93796 4.40896 -3.41961
62 H -2.60439 5.04001 -3.30099



Number 1: E_tot -58083.4611 eV. Number 2: E_tot -41097.6906 eV. Number 3: E_tot -42984.9265 eV. Number 4: E_tot -43046.1215 eV.